1.
{"formula": "C15H34N2O5PS", "method": "wB97M-V/def2-TZVPD", "spin_multiplicity": 2, "orbital_gap_ev": [8.33, 9.02], "s2": 0.75, "lumo_ev": [0.455, 0.444], "homo_energy_ev": [-7.87, -8.58], "elements": ["C", "C", "C", "C", "C", "S", "P", "N", "O", "C", "C", "C", "C", "N", "O", "H", "H", "H", "H", "H", "H", "H", "H", "H", "H", "H", "H", "H", "H", "H", "H", "H", "H", "H", "H", "C", "O", "C", "C", "O", "C", "C", "O", "C", "H", "H", "H", "H", "H", "H", "H", "H", "H", "H", "H", "H", "H", "H"], "coordinates": [[-0.2430, -3.6833, 2.6536], [0.4430, -2.6803, 1.7069], [-0.6500, -2.0057, 0.8683], [1.1682, -1.5949, 2.5464], [2.6109, -1.2691, 2.1279], [3.8223, -2.4160, 2.8784], [3.1266, 0.4537, 2.7885], [3.4567, 1.2605, 1.3067], [1.6499, 1.1585, 3.0737], [2.7260, -1.3525, 0.6025], [2.2809, -2.6854, -0.0459], [3.5111, -3.5447, -0.3704], [1.5610, -2.4087, -1.3787], [1.3731, -3.4599, 0.8491], [1.8788, -4.4935, 1.4026], [-0.5846, -4.5634, 2.1145], [0.4241, -3.9738, 3.4626], [-1.1110, -3.1885, 3.0951], [-0.2721, -1.1651, 0.2894], [-1.3816, -1.5959, 1.5680], [-1.1646, -2.7363, 0.2447], [1.1074, -1.8327, 3.6108], [0.6009, -0.6694, 2.4220], [3.3258, -2.4005, 4.1197], [2.8591, 2.0732, 1.1876], [4.4037, 1.6134, 1.3737], [1.4780, 1.0438, 4.0061], [2.1400, -0.5268, 0.1942], [3.7608, -1.1661, 0.3099], [4.2199, -3.5674, 0.4542], [4.0202, -3.0785, -1.2178], [3.2309, -4.5538, -0.6591], [2.2724, -2.0705, -2.1294], [0.7477, -1.6956, -1.2863], [1.1345, -3.3499, -1.7365], [-3.0858, 2.3236, -4.8557], [-2.5170, 3.0249, -3.7731], [-3.2733, 4.1368, -3.3296], [-3.3033, 4.2410, -1.8209], [-4.0601, 3.2409, -1.1617], [-3.5493, 1.9219, -1.0873], [-2.3863, 1.7333, -0.1395], [-1.1958, 2.3275, -0.6284], [-0.4347, 2.9926, 0.3554], [-2.9126, 2.8437, -5.8043], [-2.6078, 1.3458, -4.9006], [-4.1625, 2.1784, -4.7182], [-4.2997, 4.0856, -3.7087], [-2.8109, 5.0534, -3.7200], [-3.8190, 5.1751, -1.5837], [-2.2925, 4.3157, -1.4153], [-3.3131, 1.5243, -2.0762], [-4.3772, 1.3292, -0.6900], [-2.2073, 0.6546, -0.0332], [-2.6488, 2.1399, 0.8432], [-1.0649, 3.6272, 0.9875], [0.2847, 3.6261, -0.1627], [0.1103, 2.2833, 0.9900]]}

2.
{"formula": "C15H34NO2P2SiV", "method": "wB97M-V/def2-TZVPD", "spin_multiplicity": 2, "total_charge": 3, "orbital_gap_ev": [6.32, 7.11], "s2": 0.93, "lumo_ev": [-12.683, -11.890], "homo_energy_ev": [-19.00, -19.00], "elements": ["V", "P", "C", "C", "N", "C", "C", "C", "C", "C", "P", "H", "H", "H", "H", "H", "H", "H", "H", "O", "H", "H", "O", "H", "C", "H", "H", "H", "C", "H", "H", "H", "C", "H", "H", "H", "C", "H", "H", "H", "C", "Si", "C", "C", "C", "H", "H", "H", "H", "H", "H", "H", "H", "H", "H", "H"], "coordinates": [[-0.3581, -0.0725, -0.0589], [0.1297, 0.3545, 2.2649], [-0.3912, 2.1059, 2.0223], [0.1504, 2.7448, 0.7627], [0.2273, 1.9397, -0.3119], [0.5393, 2.4443, -1.5230], [0.9860, 3.7610, -1.6562], [0.9201, 4.6005, -0.5532], [0.4940, 4.0970, 0.6708], [0.4142, 1.5155, -2.6933], [-0.7691, 0.1184, -2.4168], [0.4463, 4.7349, 1.5557], [1.3817, 4.1281, -2.6042], [1.2003, 5.6506, -0.6364], [0.0421, 2.0531, -3.5776], [1.3879, 1.0555, -2.9332], [-1.5065, 2.0783, 1.9936], [-0.0436, 2.6526, 2.9123], [-4.8707, 0.7342, -0.2245], [-4.2914, 1.3541, 0.2676], [-4.8556, 1.8897, 0.8534], [-4.4461, -1.6941, -1.2051], [-4.5139, -0.7641, -1.4814], [-5.1367, -0.8337, -2.2250], [-2.3429, 0.8460, -2.9144], [-2.3024, 1.2010, -3.9513], [-3.1531, 0.1273, -2.7236], [-2.5354, 1.6813, -2.2363], [-0.2783, -1.0737, -3.7035], [-0.9739, -1.9201, -3.6372], [-0.2853, -0.6473, -4.7189], [0.7214, -1.4551, -3.4528], [1.7985, 0.5768, 2.9818], [1.7691, 1.2775, 3.8311], [2.2247, -0.3850, 3.2978], [2.4516, 0.9749, 2.1958], [-0.9083, -0.1421, 3.6950], [-0.9306, -1.2374, 3.7607], [-0.5713, 0.2972, 4.6498], [-1.9282, 0.1932, 3.4604], [1.8353, -4.4379, -0.3118], [1.8020, -2.7967, 0.6291], [0.8095, -3.0491, 2.1964], [3.5247, -2.1993, 1.0576], [1.0723, -1.4667, -0.5170], [2.3191, -5.1940, 0.3190], [2.3944, -4.3841, -1.2548], [0.8251, -4.7960, -0.5520], [1.2546, -3.8932, 2.7420], [0.7825, -2.1839, 2.8722], [-0.2271, -3.3228, 1.9666], [4.1554, -2.1688, 0.1594], [3.5113, -1.2016, 1.5129], [3.9890, -2.8953, 1.7675], [1.8191, -1.0548, -1.2234], [0.2410, -1.9186, -1.1007]]}

3.
{"formula": "C15H35CuIN5O5", "method": "wB97M-V/def2-TZVPD", "spin_multiplicity": 2, "total_charge": 1, "orbital_gap_ev": [8.65, 6.63], "s2": 0.76, "lumo_ev": [-1.733, -3.635], "homo_energy_ev": [-10.39, -10.27], "elements": ["Cu", "I", "C", "C", "O", "N", "C", "H", "H", "H", "H", "H", "H", "H", "C", "C", "O", "N", "C", "H", "H", "H", "H", "H", "H", "H", "C", "C", "O", "N", "C", "H", "H", "H", "H", "H", "H", "H", "C", "C", "O", "N", "C", "H", "H", "H", "H", "H", "H", "H", "C", "C", "O", "N", "C", "H", "H", "H", "H", "H", "H", "H"], "coordinates": [[0.3729, 0.5677, 0.0978], [2.3786, 2.4632, 0.4013], [4.1515, -0.8307, -0.4250], [2.9929, -1.5433, 0.2283], [1.9253, -0.9746, 0.4316], [3.2120, -2.8024, 0.6462], [2.1956, -3.6497, 1.2337], [5.0384, -1.4427, -0.5857], [4.4144, -0.0127, 0.2479], [3.8454, -0.4267, -1.3849], [4.1539, -3.1539, 0.6533], [1.2259, -3.1884, 1.0427], [2.3044, -3.7290, 2.3169], [2.2254, -4.6346, 0.7743], [1.1245, 0.3771, 4.1398], [0.0914, -0.2062, 3.2123], [-0.1848, 0.3243, 2.1402], [-0.5204, -1.3280, 3.6231], [-1.4954, -2.0254, 2.8057], [0.7758, 0.3500, 5.1743], [1.3402, 1.4072, 3.8734], [2.0624, -0.1752, 4.0626], [-0.2351, -1.7523, 4.4884], [-2.0533, -1.2814, 2.2412], [-2.1729, -2.5795, 3.4504], [-1.0258, -2.7187, 2.1078], [-3.1609, 3.1324, -0.9430], [-1.9827, 2.9258, -0.0250], [-1.1247, 2.0656, -0.2387], [-1.8812, 3.8350, 0.9475], [-0.8440, 3.8235, 1.9429], [-4.1137, 3.0781, -0.4177], [-3.1523, 2.4330, -1.7687], [-3.0619, 4.1330, -1.3737], [-2.6424, 4.4874, 1.0260], [-1.1350, 4.4269, 2.7992], [0.1080, 4.1550, 1.5380], [-0.6793, 2.8109, 2.3224], [2.2195, -0.2260, -3.7585], [1.2710, 0.7786, -3.1475], [0.8486, 0.6868, -1.9972], [0.8233, 1.7478, -3.9679], [-0.0315, 2.8233, -3.5131], [2.2722, -1.1306, -3.1640], [3.2353, 0.1863, -3.7872], [1.9574, -0.4177, -4.7981], [1.2183, 1.8313, -4.8885], [0.1818, 3.0315, -2.4611], [-1.0879, 2.5438, -3.5379], [0.1574, 3.7142, -4.1014], [-1.1540, -3.4970, -0.8221], [-1.6234, -2.0752, -0.7104], [-0.8475, -1.1787, -0.4199], [-2.9272, -1.8389, -0.9682], [-3.5125, -0.5379, -0.7702], [-1.8638, -4.1875, -1.2685], [-0.8491, -3.8561, 0.1622], [-0.2337, -3.5030, -1.4105], [-3.4949, -2.5943, -1.3068], [-3.1710, 0.1459, -1.5425], [-3.2675, -0.1400, 0.2118], [-4.5938, -0.6471, -0.8393]]}

4.
{"formula": "C15H35N2O7", "method": "wB97M-V/def2-TZVPD", "total_charge": -1, "orbital_gap_ev": 6.76, "lumo_ev": 2.412, "homo_energy_ev": -4.35, "elements": ["N", "C", "C", "O", "N", "O", "C", "O", "O", "H", "H", "H", "H", "H", "C", "C", "O", "C", "C", "H", "H", "H", "H", "H", "H", "H", "H", "H", "H", "C", "C", "O", "C", "C", "H", "H", "H", "H", "H", "H", "H", "H", "H", "H", "C", "C", "O", "C", "C", "H", "H", "H", "H", "H", "H", "H", "H", "H", "H"], "coordinates": [[-1.3123, 0.1367, 2.8465], [-2.0974, 1.3494, 2.5341], [-3.1054, 1.6967, 3.6403], [-4.4848, 1.8066, 3.2374], [-4.6773, 2.7095, 2.1532], [-5.2861, 2.1964, 1.3039], [-1.2006, 2.6052, 2.3197], [-1.7870, 3.5208, 1.6946], [-0.0472, 2.5901, 2.7884], [-1.5687, -0.2613, 3.7420], [-1.5372, -0.5759, 2.1637], [-2.5980, 1.1815, 1.5817], [-2.8004, 2.6178, 4.1412], [-3.1116, 0.9119, 4.3957], [-3.0556, 3.1803, -2.2414], [-2.3909, 2.2499, -1.2422], [-2.1816, 0.9290, -1.7415], [-1.3505, 0.8232, -2.8748], [0.0610, 1.3481, -2.6679], [-4.0157, 2.7728, -2.5665], [-3.2249, 4.1511, -1.7757], [-2.4429, 3.3380, -3.1324], [-3.0331, 2.1387, -0.3739], [-1.4569, 2.6770, -0.8724], [-1.8162, 1.3119, -3.7415], [-1.3082, -0.2440, -3.1046], [0.0727, 2.4150, -2.4438], [0.6553, 1.1842, -3.5691], [0.5416, 0.8321, -1.8360], [2.2006, -3.8303, -4.1920], [1.3935, -2.5429, -4.2172], [2.1594, -1.3867, -4.4964], [2.8336, -1.3601, -5.7373], [1.9167, -1.4671, -6.9449], [3.0062, -3.7596, -3.4601], [1.5568, -4.6684, -3.9230], [2.6489, -4.0537, -5.1616], [0.9603, -2.3667, -3.2329], [0.5552, -2.6281, -4.9186], [3.6072, -2.1369, -5.7725], [3.3522, -0.4014, -5.7602], [1.3810, -2.4169, -6.9707], [2.4989, -1.3884, -7.8642], [1.1758, -0.6666, -6.9316], [2.4064, 0.0197, 3.5979], [1.3978, 0.0443, 4.7270], [0.7045, -1.1888, 4.9131], [1.5014, -2.3077, 5.2194], [2.3104, -2.1714, 6.5009], [1.9086, -0.2384, 2.6632], [2.8583, 1.0049, 3.4890], [3.2092, -0.7046, 3.7701], [0.6369, 0.7865, 4.4876], [1.8692, 0.3528, 5.6695], [2.1621, -2.5533, 4.3783], [0.8036, -3.1415, 5.3224], [3.0318, -1.3562, 6.4415], [2.8622, -3.0931, 6.6971], [1.6510, -1.9724, 7.3475]]}

What did we get for relative energy (zero: lowest compared OMol25 entry of this formula, charge and spin)? Answer: 5.4 0.0 0.0 0.0 kcal per mole, in the order shown.